1.
Formula: C17H45AlClO5
Source: the OMol25 dataset
Level of theory: the ωB97M-V functional and the def2-TZVPD basis

Values from the calculation:
**2S+1**: 1
**Energy**: -1753.64139 a.u.
**Largest force on an atom**: 1.8 eV/A
**E_LUMO**: 2.21 eV
**Charge**: -1

```
69
Properties=species:S:1:pos:R:3:mulliken_charge:R:1
C 3.8721 -3.2153 -1.3814 -0.98
Al 1.9031 -3.6451 -1.0254 0.22
O 0.9212 -2.1916 -1.6362 -0.48
Cl 1.3743 -5.5115 -2.2321 -0.45
H 4.1672 -2.2720 -0.9350 0.24
H 3.9638 -3.1321 -2.4687 0.22
H 4.5239 -4.0364 -1.0906 0.25
H 1.5879 -3.9128 0.5278 -0.24
H 1.3469 -1.9359 -2.4419 0.22
C -0.9241 -8.0802 -0.8307 -1.07
C 0.4496 -8.7025 -0.9856 -0.10
O 1.1079 -8.9433 0.2500 -0.41
C 0.4514 -9.8247 1.1307 -0.33
C 0.2619 -11.2248 0.5701 -1.02
H -0.8634 -7.1743 -0.2274 0.27
H -1.3280 -7.8171 -1.8083 0.36
H -1.6309 -8.7611 -0.3462 0.36
H 1.0857 -8.0101 -1.5369 0.15
H 0.3972 -9.6290 -1.5727 0.25
H -0.5080 -9.4026 1.4516 0.30
H 1.0833 -9.8770 2.0188 0.33
H -0.4254 -11.2314 -0.2774 0.26
H -0.1446 -11.8886 1.3356 0.38
H 1.2149 -11.6295 0.2255 0.28
C -1.1880 0.2849 -1.0034 -0.57
C -1.1539 -0.1769 0.4385 -0.29
O -1.4932 0.8438 1.3763 -0.47
C -2.7840 1.3921 1.2409 -0.09
C -3.9018 0.3783 1.4193 -1.16
H -0.5678 1.1743 -1.1327 -0.15
H -0.8086 -0.5026 -1.6543 0.39
H -2.2020 0.5378 -1.3290 0.31
H -0.1409 -0.4863 0.6898 0.28
H -1.7922 -1.0547 0.5819 0.29
H -2.8809 1.9115 0.2806 0.27
H -2.8634 2.1545 2.0191 0.22
H -3.9067 -0.3622 0.6185 0.28
H -4.8719 0.8791 1.4183 0.40
H -3.7844 -0.1569 2.3629 0.29
C 4.2673 4.8012 -1.9087 -1.04
C 3.3612 3.7147 -2.4616 -0.33
O 2.8529 2.8430 -1.4757 -0.41
C 2.0507 3.4450 -0.4772 -0.49
C 0.8021 4.1194 -1.0161 -0.94
H 5.0651 4.3633 -1.3070 0.28
H 4.7168 5.3702 -2.7243 0.39
H 3.7211 5.5021 -1.2746 0.25
H 3.9308 3.0823 -3.1430 0.35
H 2.5423 4.1499 -3.0460 0.29
H 2.6459 4.1488 0.1172 0.35
H 1.7604 2.6365 0.1936 0.38
H 1.0469 4.9840 -1.6386 0.39
H 0.1717 4.4658 -0.1958 0.25
H 0.2271 3.4241 -1.6293 0.25
C -3.0062 6.0462 3.0869 -1.17
C -1.5689 5.9405 2.6096 -0.39
O -1.4306 6.0088 1.2031 -0.30
C -1.8733 7.2027 0.5913 -0.32
C -1.1302 8.4421 1.0595 -1.11
H -3.6310 5.3073 2.5832 0.31
H -3.0599 5.8733 4.1623 0.39
H -3.4311 7.0318 2.8862 0.32
H -1.1657 4.9685 2.8936 0.35
H -0.9393 6.6963 3.0925 0.34
H -2.9544 7.3232 0.7236 0.30
H -1.7021 7.0637 -0.4766 0.33
H -1.3317 8.6641 2.1091 0.26
H -1.4327 9.3092 0.4712 0.40
H -0.0534 8.3044 0.9516 0.30
```

***

2.
Formula: C35H35FeN7S3Se
Source: the OMol25 dataset
Level of theory: the ωB97M-V functional and the def2-TZVPD basis

Values from the calculation:
**2S+1**: 2
**<S²>**: 1.11
**Energy above the lowest of the compared OMol25 structures with the same formula, charge and spin**: 11.1 kcal/mol
**Energy**: -6597.52952 a.u.
**Largest force on an atom**: 1.1 eV/A
**E_LUMO (alpha / beta)**: -3.51 / -3.74 eV
**Charge**: +1

```
82
Properties=species:S:1:pos:R:3:mulliken_charge:R:1
Fe 1.5429 -0.6759 -1.4744 0.38
S 0.2218 1.0746 -0.6316 -0.10
C 0.4201 0.8776 1.0414 -0.12
N 0.3443 1.8836 1.8859 0.48
C 0.5658 1.6662 3.3129 -0.93
C -0.0695 0.3706 3.7349 -0.55
N 0.4479 -0.7126 2.8966 0.46
C 0.6603 -2.0406 3.4887 -0.77
C -0.3000 -2.3265 4.6122 0.00
C -1.6124 -2.6891 4.3270 -0.29
C -2.5108 -2.9376 5.3529 -0.63
C -2.1009 -2.8316 6.6755 -0.42
C -0.7909 -2.4824 6.9680 -0.68
C 0.1054 -2.2309 5.9384 -0.22
C 0.6935 -0.4960 1.6057 0.33
S 1.3255 -1.6678 0.6017 -0.44
C 0.1483 3.2760 1.4849 -1.50
C -1.2061 3.7763 1.9191 0.66
C -1.3250 4.8702 2.7659 -0.30
C -2.5795 5.3242 3.1534 -0.61
C -3.7198 4.6805 2.6996 -0.42
C -3.6060 3.5854 1.8517 -0.77
C -2.3552 3.1355 1.4614 -0.18
H 0.1125 2.4978 3.8504 0.47
H 1.6464 1.6571 3.4948 0.15
H -1.1599 0.4233 3.6558 0.23
H 0.1805 0.1534 4.7696 0.56
H 1.6991 -2.1092 3.8248 0.31
H 0.5322 -2.7665 2.6862 0.62
H -1.9284 -2.7817 3.2938 0.42
H -3.5286 -3.2234 5.1227 0.39
H -2.8000 -3.0300 7.4768 0.39
H -0.4642 -2.4112 7.9970 0.39
H 1.1326 -1.9697 6.1670 0.41
H 0.2612 3.3318 0.4051 0.50
H 0.9499 3.8571 1.9460 0.42
H -0.4335 5.3740 3.1216 0.40
H -2.6629 6.1786 3.8117 0.40
H -4.6972 5.0324 3.0021 0.39
H -4.4953 3.0866 1.4887 0.43
H -2.2678 2.2927 0.7840 0.46
Se 4.1156 1.2359 1.9461 -0.21
C 3.6269 0.6357 0.3489 -0.21
N 3.2864 0.2797 -0.7103 -0.74
S -0.2688 -1.3006 -4.7300 -0.32
C 1.1975 -0.3967 -4.5350 0.39
N 1.8424 -0.1974 -5.7085 -0.07
C 2.9255 0.5773 -5.8283 -0.37
C 3.4107 1.1724 -4.6996 -0.90
C 2.7686 0.9002 -3.5004 -0.16
N 1.7050 0.1050 -3.3940 0.67
H 1.4123 -0.5778 -6.5430 0.30
H 3.3161 0.7088 -6.8261 0.42
H 4.2631 1.8322 -4.7325 0.49
H 3.1028 1.3182 -2.5576 0.43
N 4.2034 -1.8781 -2.5749 -0.10
C 3.2509 -2.8358 -2.7134 0.45
C 3.5203 -4.0431 -3.3831 -1.12
C 2.5268 -4.9830 -3.4938 -0.25
C 1.2735 -4.7281 -2.9333 -1.20
C 1.0853 -3.5213 -2.3071 -0.17
N 2.0299 -2.5749 -2.2040 0.42
H 5.1557 -2.1069 -2.7981 0.27
H 4.0277 -1.1279 -1.9085 0.12
H 4.5091 -4.2164 -3.7860 0.43
H 2.7218 -5.9200 -3.9983 0.43
H 0.4721 -5.4503 -2.9813 0.45
H 0.1418 -3.2796 -1.8293 0.47
C -1.2185 -1.0594 -3.2004 0.33
C -2.1397 0.1231 -3.2315 0.68
C -1.6287 1.4176 -3.2724 0.06
C -2.4802 2.5085 -3.2692 -0.74
C -3.8555 2.3154 -3.2271 -0.55
C -4.3711 1.0296 -3.1905 -0.65
C -3.5151 -0.0634 -3.1942 -0.57
H -1.7650 -1.9942 -3.0841 0.72
H -0.5092 -0.9877 -2.3668 -0.87
H -0.5563 1.5751 -3.2992 0.22
H -2.0744 3.5112 -3.2973 0.46
H -4.5218 3.1676 -3.2258 0.42
H -5.4412 0.8737 -3.1636 0.42
H -3.9223 -1.0673 -3.1662 0.40
```

***

- Among the records above, which one has the lowest energy?
  C35H35FeN7S3Se